# 1
A cluster of 19 separate species, H37O19 in total. Source: the OMol25 dataset; level of theory: ωB97M-V/def2-TZVPD.

ORCA input file:
```
! RIJCOSX wB97M-V def2-TZVPD def2/J DEFGRID3
* xyz -1 1
O 2.153 1.336 2.935
H 1.442 0.867 2.585
H 2.977 1.122 2.959
O 0.589 -0.717 1.179
H -1.787 -1.456 3.303
H 1.368 -0.787 1.599
O -3.102 3.192 2.256
H -0.557 0.482 0.219
H -3.699 2.690 1.812
O -4.013 -0.123 2.194
H -3.062 -0.168 2.374
H -4.297 -0.698 1.543
O 3.339 -2.610 -1.355
H 2.631 -3.115 -0.869
H 3.890 -2.053 -0.667
O -1.703 -1.838 -2.627
H -1.470 -2.508 -1.963
H -1.569 -2.108 -3.501
O 3.575 -1.304 1.513
H 3.025 -0.514 1.588
H 4.487 -1.061 2.059
O -1.280 0.543 -0.284
H -0.645 -1.562 4.391
O -0.480 2.289 -3.879
H -0.077 1.806 -3.104
H 0.425 2.343 -4.155
O 1.772 0.411 -4.748
H 0.970 0.938 -4.880
H 1.615 -0.254 -4.114
O -3.626 1.255 -0.955
H -4.439 1.283 -0.948
H -3.375 0.784 -0.247
O 0.878 0.065 4.838
H -3.113 2.708 3.243
H 0.012 -0.104 4.595
O 0.621 -0.033 -2.302
H -0.139 -0.683 -2.547
H -1.484 -0.239 -0.576
O -1.405 -1.861 3.995
H 0.724 0.095 -1.235
H 1.119 0.979 4.359
O -1.680 4.138 -1.731
H -2.282 3.490 -1.192
H -1.632 3.655 -2.576
O -1.421 0.215 2.423
H -0.674 -0.350 1.846
H -1.480 0.927 1.866
O 1.426 -3.790 -2.684
H 0.889 -3.135 -2.802
H 2.326 -3.204 -2.698
O -0.189 -2.695 -0.625
H -0.290 -3.534 -0.283
H 0.001 -2.040 0.054
O 4.490 2.582 -0.678
H 4.709 1.655 -0.959
H 3.513 2.696 -0.547
*
```

E_LUMO   2.015 eV
Gap between HOMO and LUMO   9.340 eV
ΔE to the lowest compared entry with this formula, charge and spin   8.424 eV


# 2
An isolated molecule of C4H7NO. Source: the OMol25 dataset; level of theory: ωB97M-V/def2-TZVPD.

ORCA input file:
```
! RIJCOSX wB97M-V def2-TZVPD def2/J DEFGRID3
* xyz 0 1
C 2.248 -0.287 0.364
C 1.051 0.453 -0.079
N 0.569 1.536 -0.468
C -0.272 0.261 -0.688
C -1.661 0.142 0.323
O -2.548 -0.890 0.021
H 2.757 0.308 0.996
H 2.939 -0.579 -0.565
H 1.888 -1.181 0.807
H -0.435 -0.092 -1.666
H -2.281 1.128 0.467
H -1.286 0.037 1.395
H -2.969 -0.836 -0.908
*
```

E_LUMO   0.903 eV
Structure (SMILES)   CC1=N[C@@H]1CO
Gap between HOMO and LUMO   10.477 eV
ΔE to the lowest compared entry with this formula, charge and spin   3.909 eV


# 3
An isolated molecule of C11H9NO2S2. Source: the OMol25 dataset; level of theory: ωB97M-V/def2-TZVPD.

ORCA input file:
```
! RIJCOSX wB97M-V def2-TZVPD def2/J DEFGRID3
* xyz 0 1
O 2.316 2.343 -1.152
N 2.840 -0.890 0.267
O 3.937 -1.126 -0.642
S 0.831 -0.377 2.566
C 1.910 -0.030 -0.054
C 0.783 0.064 0.872
C -0.465 0.483 0.497
C -3.016 0.123 3.833
C -3.593 0.614 2.632
C -1.660 -0.231 3.842
C -2.842 0.734 1.461
C -0.900 -0.047 2.704
C -1.461 0.430 1.536
S 1.970 0.976 -1.613
C 4.503 0.062 -1.170
C 3.569 0.524 -2.320
H -0.706 0.890 -0.469
H -3.684 0.009 4.691
H -4.674 0.884 2.642
H -1.211 -0.602 4.769
H -3.288 1.083 0.532
H 5.469 -0.141 -1.708
H 4.635 0.834 -0.397
H 3.463 -0.262 -3.042
H 3.958 1.387 -2.832
*
```

E_LUMO   -0.308 eV
Gap between HOMO and LUMO   8.145 eV
ΔE to the lowest compared entry with this formula, charge and spin   3.817 eV


Molecular weight in g/mol, matching the order above: 341.277 85.106 251.332